(1)
13
Properties=species:S:1:pos:R:3:forces:R:3 method="wB97M-V/def2-TZVPD" smiles=Nc1ccoc1N e_homo_ev=-7.93 e_above_lowest_kj_mol=138.08 mol_weight_g_mol=98.105 total_energy_ha=-340.742316 gap_ev=8.91
N -1.45845 -1.33982 -0.18906 -1.2 -0.1 1.4
C -0.27711 -0.62852 -0.04887 0.0 1.5 -0.3
C 1.03389 -1.16899 -0.05162 1.2 -0.7 0.1
C 1.86958 -0.09781 -0.09238 0.2 -0.2 0.5
O 1.22375 1.07035 -0.06493 -1.5 -0.5 0.0
C -0.13984 0.72268 -0.01597 0.6 0.9 -0.3
N -1.04343 1.79545 -0.05544 -0.1 -0.9 1.4
H -2.28071 -0.74901 0.13370 1.4 -1.2 -0.5
H -1.31719 -2.16797 0.41116 -0.9 0.4 -0.5
H 1.33758 -2.22681 0.06533 -0.3 0.9 -0.3
H 2.91598 0.06489 -0.01408 0.7 -0.6 -0.1
H -0.90078 2.34982 -0.86191 0.0 0.7 -0.8
H -0.96327 2.37574 0.78408 -0.1 -0.2 -0.5


(2)
60
Properties=species:S:1:pos:R:3:forces:R:3 method="wB97M-V/def2-TZVPD" e_homo_ev=-18.20 e_above_lowest_kj_mol=0.00 mol_weight_g_mol=629.666 total_charge=+3 total_energy_ha=-2159.692727 gap_ev=7.63
Os -0.10147 -0.08937 -1.49882 -0.2 -0.8 0.2
O 1.78186 -0.46535 -2.54126 0.3 0.0 -0.1
C 1.90666 -0.09275 -1.40319 -0.3 0.2 0.0
C 2.80296 0.09084 -0.31105 0.1 -0.1 0.0
C 4.18202 0.27513 -0.37862 0.0 0.0 0.0
C 4.87558 0.37528 0.82166 0.0 0.0 0.0
C 4.20917 0.25510 2.03686 0.0 0.0 0.0
C 2.82855 0.02196 2.09852 0.0 0.0 0.0
C 2.12328 -0.04356 0.91721 0.0 0.0 0.0
P 0.40904 -0.57001 0.68233 0.3 -0.1 0.0
C 0.46459 -2.25988 0.05102 0.1 0.1 0.0
C 1.65521 -2.99840 0.04217 0.0 0.0 0.0
C 1.73753 -4.16220 -0.70026 0.0 0.0 0.0
C 0.65826 -4.58997 -1.47454 0.0 0.0 0.0
C -0.52552 -3.87378 -1.47387 0.0 0.0 0.0
C -0.63594 -2.71229 -0.70959 -0.1 0.1 0.0
C -0.52256 -0.33554 2.16566 -0.1 0.0 -0.1
C -1.14046 -1.43794 2.76694 0.0 0.0 0.0
C -1.84774 -1.25954 3.94483 0.0 0.0 0.0
C -1.94826 0.00649 4.51099 0.0 0.0 0.0
C -1.32977 1.10268 3.91440 0.0 0.0 0.0
C -0.61199 0.93740 2.74296 0.0 0.0 0.0
H 4.69035 0.35762 -1.33075 0.0 0.0 0.0
H 5.94445 0.54168 0.81064 0.0 0.0 0.0
H 4.77262 0.32844 2.95835 0.0 0.0 0.0
H 2.33952 -0.10984 3.05549 0.0 0.0 0.0
H 2.50816 -2.67678 0.62628 0.0 0.0 0.0
H 2.64867 -4.74544 -0.67870 0.0 0.0 0.0
H 0.73925 -5.49861 -2.05612 0.0 0.0 0.0
H -1.37959 -4.23401 -2.03219 0.0 0.0 0.0
H -1.61153 -2.25568 -0.59382 0.0 0.0 0.0
H -1.05059 -2.42854 2.33769 0.0 0.0 0.0
H -2.31161 -2.10923 4.42731 0.0 0.0 0.0
H -2.50032 0.13928 5.43212 0.0 0.0 0.0
H -1.39650 2.07971 4.37364 0.0 0.0 0.0
H -0.10670 1.78873 2.30002 0.0 0.0 0.0
C -3.39215 -0.22019 0.33958 0.0 -0.1 0.0
P -2.30709 0.42377 -0.94062 -0.2 0.4 0.0
C -2.89515 -0.24454 -2.53460 0.0 0.0 0.0
C -2.56203 2.22633 -0.97712 0.0 0.0 0.0
C -1.63829 2.85084 -2.01946 0.0 0.0 0.0
P 0.04737 2.17753 -1.81284 0.0 0.5 -0.2
C 0.99838 2.63517 -3.27546 0.0 0.0 0.0
C 0.76087 3.11802 -0.44534 0.0 0.0 0.0
H -4.39520 0.16832 0.14865 0.0 0.0 0.0
H -3.06518 0.11645 1.32235 0.0 0.0 0.0
H -3.43889 -1.30897 0.32192 0.0 0.0 0.0
H -3.90609 0.13876 -2.70445 0.0 0.0 0.0
H -2.94230 -1.33322 -2.51622 0.0 0.0 0.0
H -2.28497 0.07525 -3.38599 0.0 0.0 0.0
H -2.34577 2.60316 0.02695 0.0 0.0 0.0
H -3.61118 2.44916 -1.18265 0.0 0.0 0.0
H -1.61120 3.93808 -1.92278 0.0 0.0 0.0
H -1.98008 2.63070 -3.03373 0.0 0.0 0.0
H 0.90041 3.70954 -3.44426 0.0 0.0 0.0
H 0.64447 2.10630 -4.16113 0.0 0.0 0.0
H 2.05491 2.40565 -3.13058 0.0 0.0 0.0
H 0.81235 4.16774 -0.74183 0.0 0.0 0.0
H 1.76739 2.77557 -0.20698 0.0 0.0 0.0
H 0.13228 3.03895 0.44225 0.0 0.0 0.0


(3)
18
Properties=species:S:1:pos:R:3:forces:R:3 method="wB97M-V/def2-TZVPD" smiles=O.O.O.O.O.O e_homo_ev=-10.83 e_above_lowest_kj_mol=121.39 mol_weight_g_mol=108.090 total_energy_ha=-458.626239 gap_ev=10.80
O -11.46957 6.61466 9.79106 -0.1 0.1 0.0
H -12.28135 7.10396 9.97254 0.1 -0.1 -0.1
H -10.97685 7.17644 9.18070 0.0 -0.1 0.1
O -11.53834 2.07520 12.31775 0.2 0.3 -0.2
H -11.06842 2.87049 11.99472 -0.2 -0.5 0.1
H -11.77106 1.58085 11.52567 0.0 0.0 0.1
O -10.18671 4.40189 11.34497 0.0 0.3 -0.3
H -10.77325 5.08097 10.96588 0.1 -0.1 -0.1
H -9.40607 4.40617 10.77462 -0.1 0.0 0.1
O -11.49872 7.95338 12.75314 -0.1 0.2 -0.1
H -10.61005 7.82997 12.39958 0.0 -0.1 0.2
H -12.04670 7.34155 12.25585 0.1 -0.1 0.1
O -9.35247 5.74747 13.77853 0.0 -0.1 -0.3
H -9.85229 5.31426 14.47801 0.0 0.1 -0.1
H -9.66208 5.32924 12.95306 0.1 0.0 0.5
O -8.51687 2.55275 8.14740 0.0 0.0 0.2
H -9.12497 2.44122 8.88705 0.0 -0.1 -0.1
H -7.89372 1.82219 8.23454 0.0 0.1 0.0


(4)
28
Properties=species:S:1:pos:R:3:forces:R:3 method="wB97M-V/def2-TZVPD" smiles="CC(=O)N(C)B1N(C)CCN1C" e_homo_ev=-8.14 e_above_lowest_kj_mol=0.00 mol_weight_g_mol=169.037 total_energy_ha=-540.720291 gap_ev=8.82
C -1.92545 -0.08254 1.84895 -1.9 0.8 2.5
C -2.36867 0.48004 0.57905 1.4 -0.1 -3.8
O -3.46136 0.94302 0.35182 0.8 -0.1 0.1
N -1.29782 0.31333 -0.54568 -1.7 -0.2 5.0
C -1.60277 0.85151 -1.79362 0.5 -0.1 -2.9
B 0.09811 -0.03613 -0.21231 0.0 2.3 0.3
N 1.06293 0.73923 0.57177 1.1 -2.4 -1.2
C 1.05540 1.99588 1.20286 2.7 0.5 1.0
C 2.39841 -0.02044 0.54165 -3.2 0.4 0.5
C 2.14956 -1.13772 -0.50193 -0.7 0.3 1.6
N 0.74188 -1.07584 -0.85912 0.5 -2.1 0.3
C 0.11114 -2.30100 -1.35825 -0.4 0.0 -0.1
H -2.80284 -0.38704 2.51760 1.1 -0.4 -1.4
H -1.55834 0.69985 2.49477 0.4 0.8 0.0
H -1.10203 -0.72113 1.76261 0.8 -1.5 0.0
H -2.58418 1.25101 -1.73642 -1.0 0.4 -0.1
H -0.92654 1.69255 -2.09975 -0.4 -0.7 0.2
H -1.61413 0.07082 -2.64725 0.2 1.1 1.2
H 1.17349 1.93266 2.28612 0.0 -0.3 0.3
H 1.85942 2.76883 0.92909 -0.8 -1.3 -0.3
H 0.15642 2.44083 1.04479 -2.8 1.5 -0.5
H 2.65522 -0.25128 1.57666 0.1 -0.6 -0.1
H 3.10122 0.65466 0.17382 1.5 1.1 -0.6
H 2.73048 -0.85796 -1.32893 1.1 -0.3 -1.4
H 2.35022 -2.12806 -0.11891 0.5 -0.3 0.0
H 0.71189 -3.24440 -1.43936 -0.2 1.1 0.6
H -0.86713 -2.49043 -0.91193 0.3 -0.2 0.9
H -0.24453 -2.10023 -2.32811 0.0 0.1 -1.8


(5)
24
Properties=species:S:1:pos:R:3:forces:R:3 method="wB97M-V/def2-TZVPD" e_homo_ev="-12.46 / -12.46" multiplicity=2 e_above_lowest_kj_mol=330.04 mol_weight_g_mol=124.184 total_charge=+1 s2=0.76 total_energy_ha=-421.574968 gap_ev="8.71 / 3.71"
C 0.48289 -0.66124 -1.85316 0.7 0.9 0.3
N -0.49199 -1.67377 -1.98452 -2.6 5.1 -0.3
C 0.20550 0.64538 -1.06766 -0.7 -1.3 1.9
C -1.08881 0.50187 -0.28618 -0.1 0.1 0.5
C -1.34193 1.63570 0.70487 0.4 2.2 -0.9
N -2.68678 2.08892 0.90071 -2.9 -1.2 -0.4
H 0.69622 -0.19317 -2.86687 0.1 -1.0 0.1
H 1.37254 -1.09091 -1.38154 0.1 -0.4 -0.9
H -1.49877 -1.34190 -2.22767 2.0 -1.2 0.7
H -0.16902 -2.50693 -2.32565 0.7 -3.1 -0.8
H 0.19290 1.59095 -1.55640 0.0 0.4 -1.1
H 1.03525 0.69827 -0.38160 0.5 0.1 0.3
H -1.16194 -0.39064 0.29128 0.4 -1.3 0.3
H -1.83897 0.36810 -1.05261 -1.0 0.7 0.0
H -1.07266 1.51502 1.76759 1.2 -0.6 -0.8
H -0.77002 2.50785 0.27815 -0.1 -0.5 0.6
H -3.01770 1.64712 1.78788 -0.3 0.7 -1.4
H -3.38432 1.88686 0.09932 1.6 0.4 1.9
H 0.56136 -1.43768 3.76859 0.2 -0.7 2.7
H 0.14389 -1.78942 5.43211 2.4 0.4 -3.3
O 0.90607 -1.73111 4.68145 -2.6 0.3 0.7
H 4.84473 -0.49189 -0.45574 2.1 3.0 2.6
H 3.63432 -0.67442 -1.29878 0.8 -0.2 0.2
O 4.44726 -1.10296 -0.97358 -2.9 -2.7 -2.8


(6)
35
Properties=species:S:1:pos:R:3:forces:R:3 method="wB97M-V/def2-TZVPD" e_homo_ev=-11.25 e_above_lowest_kj_mol=77.69 mol_weight_g_mol=568.285 total_charge=+1 total_energy_ha=-2611.944382 gap_ev=6.18
Au -0.88398 -0.72657 0.01178 -1.5 0.3 -0.2
C -3.17159 3.09096 0.18434 0.0 -0.1 0.0
C -2.16071 1.99634 0.10538 0.0 0.2 0.0
N -2.46763 0.75341 0.10178 0.4 -0.2 -0.1
N -3.77789 0.37959 0.17522 0.2 0.4 0.1
C -3.94627 -0.89492 0.10205 -0.2 -0.4 0.0
N -5.18725 -1.40174 0.16901 0.2 0.0 0.0
S -2.67477 -2.11190 -0.10650 -0.1 -0.1 0.0
C -0.72333 2.30446 -0.05640 -0.2 0.0 0.0
C -0.24970 3.60016 -0.02793 0.0 0.2 0.0
C 1.09922 3.83659 -0.25566 0.0 0.0 0.0
C 1.93197 2.76932 -0.52858 0.0 0.0 0.0
C 1.38934 1.49549 -0.53995 -0.1 0.0 0.0
N 0.09880 1.26662 -0.28854 0.7 -0.6 0.1
H -4.15293 2.67218 0.37291 0.0 0.0 0.0
H -3.20044 3.63722 -0.76133 0.0 0.0 0.0
H -2.92162 3.79514 0.97849 0.0 0.0 0.0
H -5.97025 -0.77306 0.22577 0.0 0.0 0.0
H -5.35704 -2.38410 0.04777 0.0 0.0 0.0
H -0.92571 4.41998 0.16342 0.0 0.0 0.0
H 1.48782 4.84593 -0.23489 0.0 0.0 0.0
H 2.98460 2.91104 -0.72611 0.0 0.0 0.0
H 2.00089 0.63427 -0.75747 0.0 -0.1 0.0
Cl 1.87264 -0.68000 1.73346 0.0 0.0 0.1
C 2.57332 -1.94848 0.76922 -0.1 -0.1 0.2
C 3.95306 -2.01426 0.71210 0.1 0.1 0.1
C 4.55615 -3.07680 0.06382 0.1 0.0 0.0
C 3.78262 -4.06871 -0.51004 0.0 -0.1 0.0
C 2.40223 -3.97488 -0.46958 0.0 0.1 -0.1
Cl 1.46783 -5.23308 -1.20226 0.1 0.0 0.0
C 1.75688 -2.89811 0.15329 -0.1 0.2 -0.2
S -0.00738 -2.90259 0.16090 0.6 0.3 0.2
H 4.54706 -1.25140 1.19626 0.0 0.0 0.0
H 5.63487 -3.14332 0.02526 0.0 0.0 0.0
H 4.23918 -4.92477 -0.98698 0.0 0.0 0.0